Entry 1:
Entry from the OMol25 dataset: a structure of composition C46H45N7O16 at a distorted geometry (the ωB97M-V functional and the def2-TZVPD basis).

Positions of all 114 atoms, in Å:
C (2.257, -3.739, 1.479)
C (2.805, -2.901, 2.452)
C (3.930, -2.135, 2.109)
C (4.573, -2.329, 0.894)
C (3.986, -3.182, -0.088)
C (2.732, -3.660, 0.173)
N (5.862, -1.687, 0.671)
O (6.461, -1.212, 1.578)
O (6.393, -1.643, -0.444)
H (1.455, -4.441, 1.658)
H (2.388, -2.814, 3.444)
H (4.415, -1.690, 2.965)
H (4.335, -3.276, -1.106)
H (2.238, -4.355, -0.490)
C (-2.097, 2.625, -3.813)
C (-2.035, 2.628, -5.177)
C (-0.939, 2.220, -5.844)
C (0.210, 1.970, -5.098)
C (0.141, 1.927, -3.692)
C (-1.033, 2.249, -3.034)
N (1.517, 1.861, -5.699)
O (2.518, 1.786, -4.987)
O (1.619, 1.677, -6.931)
H (-3.010, 2.806, -3.265)
H (-2.960, 2.798, -5.707)
H (-0.960, 2.114, -6.918)
H (0.996, 1.684, -3.077)
H (-1.161, 2.136, -1.968)
C (0.635, -0.072, -4.123)
C (1.943, -0.270, -4.565)
C (2.950, -0.512, -3.611)
C (2.650, -0.641, -2.274)
C (1.263, -0.549, -1.903)
C (0.287, -0.275, -2.851)
N (3.670, -1.052, -1.303)
O (3.353, -0.947, -0.166)
O (4.764, -1.476, -1.663)
H (-0.119, 0.144, -4.865)
H (2.159, -0.151, -5.617)
H (3.913, -0.782, -4.018)
H (0.973, -0.607, -0.864)
H (-0.744, -0.024, -2.652)
C (-4.031, -2.484, 2.397)
C (-3.197, -3.525, 2.096)
C (-1.870, -3.477, 2.429)
C (-1.377, -2.276, 3.005)
C (-2.256, -1.278, 3.346)
C (-3.582, -1.326, 2.977)
N (0.042, -2.043, 3.191)
O (0.814, -2.942, 2.838)
O (0.387, -0.965, 3.709)
H (-5.074, -2.474, 2.117)
H (-3.636, -4.422, 1.684)
H (-1.198, -4.278, 2.156)
H (-2.053, -0.373, 3.900)
H (-4.160, -0.472, 3.296)
C (2.926, 3.785, 2.240)
C (1.580, 3.866, 2.572)
C (0.655, 3.400, 1.670)
C (1.016, 2.844, 0.421)
C (2.385, 2.794, 0.100)
C (3.318, 3.269, 1.062)
N (-0.008, 2.398, -0.476)
O (0.354, 2.012, -1.593)
O (-1.188, 2.284, -0.107)
H (3.573, 4.169, 3.014)
H (1.279, 4.418, 3.450)
H (-0.376, 3.595, 1.923)
H (2.748, 2.372, -0.826)
H (4.349, 3.319, 0.744)
C (-0.077, 2.112, 4.236)
C (-0.243, 1.286, 3.140)
C (-1.227, 1.482, 2.163)
C (-2.217, 2.499, 2.380)
C (-2.138, 3.221, 3.549)
C (-1.059, 3.140, 4.407)
N (-3.364, 2.763, 1.448)
O (-3.422, 1.962, 0.509)
O (-4.086, 3.689, 1.648)
H (0.731, 1.886, 4.916)
H (0.529, 0.542, 3.006)
H (-1.243, 0.913, 1.245)
H (-2.837, 3.988, 3.848)
H (-1.059, 3.751, 5.297)
C (-4.228, 0.345, -0.111)
C (-4.128, 0.247, -1.472)
C (-3.558, -0.947, -2.022)
C (-3.095, -1.988, -1.227)
C (-3.122, -1.817, 0.134)
C (-3.685, -0.663, 0.745)
N (-2.524, -3.238, -1.851)
O (-2.332, -3.258, -3.046)
O (-2.164, -4.142, -1.105)
H (-4.557, 1.279, 0.320)
H (-4.645, 0.967, -2.089)
H (-3.531, -1.004, -3.100)
H (-2.827, -2.626, 0.786)
H (-3.679, -0.586, 1.822)
C (-1.362, 0.219, -0.863)
O (-1.090, -1.161, -1.124)
C (-0.664, -1.916, 0.027)
C (0.731, -1.698, 0.700)
O (0.889, -0.409, 1.269)
C (2.177, -0.088, 1.953)
H (-1.978, 0.603, -1.677)
H (-0.348, 0.617, -0.837)
H (-1.841, 0.519, 0.069)
H (-0.779, -2.949, -0.300)
H (-1.436, -1.784, 0.784)
H (1.411, -1.775, -0.149)
H (0.947, -2.505, 1.401)
H (2.292, -0.632, 2.891)
H (2.108, 0.989, 2.106)
H (2.979, -0.226, 1.228)

Multiplicity: 1
LUMO, eV: -1.7
Total energy, eV: -91573.4131

Atomic partial charges in e from the Löwdin method, atoms 1 to 6:
1 C -0.09
2 C -0.09
3 C -0.01
4 C -0.15
5 C 0.00
6 C -0.06

***

Entry 2:
Entry from the OMol25 dataset: a structure of composition C22H11Cl4N5O7STb at a distorted geometry (the ωB97M-V functional and the def2-TZVPD basis).

Positions of all 51 atoms, in Å:
Tb (0.142, -0.213, -0.418)
O (0.796, -4.100, 2.131)
C (0.420, -2.975, 1.527)
O (0.397, -2.772, 0.294)
C (0.273, -1.881, 2.536)
C (0.201, -2.193, 3.935)
C (0.063, -1.130, 4.795)
C (-0.095, 0.158, 4.263)
C (0.041, 0.322, 2.850)
N (0.164, -0.693, 2.004)
C (-0.071, 1.744, 2.295)
O (-0.523, 2.568, 3.147)
O (0.186, 1.846, 1.061)
H (0.862, -4.809, 1.426)
H (0.358, -3.203, 4.295)
H (0.110, -1.263, 5.896)
H (-0.356, 1.044, 4.816)
H (-1.015, 3.271, 2.621)
S (-0.479, -1.788, -2.757)
C (-1.822, -2.131, -1.700)
C (-2.783, -3.091, -2.122)
C (-3.822, -3.470, -1.272)
C (-3.948, -2.888, -0.024)
C (-3.044, -1.932, 0.323)
N (-1.992, -1.533, -0.492)
H (-2.643, -3.562, -3.095)
H (-4.548, -4.149, -1.681)
H (-4.761, -3.161, 0.640)
H (-3.084, -1.360, 1.250)
Cl (7.006, 1.271, -0.842)
C (5.350, 1.124, -1.218)
C (4.812, 1.960, -2.233)
Cl (5.804, 3.020, -3.148)
C (3.466, 1.965, -2.538)
Cl (2.781, 2.772, -3.899)
C (2.591, 1.144, -1.767)
O (1.297, 1.050, -1.931)
C (3.177, 0.255, -0.768)
O (2.366, -0.407, 0.010)
C (4.577, 0.160, -0.605)
Cl (5.227, -1.080, 0.378)
N (-1.712, 1.960, -3.311)
C (-1.684, 2.195, -1.945)
O (-1.549, 1.173, -1.153)
C (-1.852, 3.545, -1.437)
C (-1.784, 3.828, -0.078)
N (-1.667, 3.914, 1.094)
C (-1.699, 4.538, -2.409)
N (-1.699, 5.304, -3.274)
H (-2.249, 2.644, -3.849)
H (-1.588, 1.007, -3.620)

Charge: -1
Multiplicity: 7
LUMO (spin up / spin down), eV: 0.7 / 0.7
Total energy, eV: -128142.6848

Atomic partial charges in e from the Löwdin method, atoms 1 to 6:
1 Tb 1.61
2 O 0.12
3 C -0.40
4 O 0.02
5 C -0.16
6 C 0.04

***

Entry 3:
Entry from the OMol25 dataset: a cluster of 10 separate species, C42H111N7O17 in total at a distorted geometry (the ωB97M-V functional and the def2-TZVPD basis).

Positions of all 177 atoms, in Å:
C (-27.144, 5.466, -0.899)
O (-26.313, 5.323, -2.091)
C (-25.321, 4.316, -1.947)
C (-24.128, 4.344, -2.916)
N (-23.339, 5.576, -2.914)
C (-22.308, 5.414, -3.942)
C (-21.362, 6.541, -3.847)
O (-22.109, 7.782, -4.155)
C (-21.137, 8.819, -4.506)
H (-27.689, 4.582, -0.569)
H (-27.920, 6.210, -1.078)
H (-26.677, 5.899, -0.014)
H (-25.813, 3.359, -2.120)
H (-24.900, 4.350, -0.942)
H (-24.671, 4.271, -3.858)
H (-23.600, 3.402, -2.765)
H (-23.873, 6.426, -3.024)
H (-22.747, 5.453, -4.939)
H (-21.908, 4.410, -3.799)
H (-20.529, 6.287, -4.502)
H (-20.949, 6.675, -2.847)
H (-20.692, 9.276, -3.623)
H (-21.674, 9.579, -5.074)
H (-20.344, 8.426, -5.141)
C (-21.094, 11.530, -13.578)
O (-21.204, 10.133, -13.449)
C (-21.257, 9.718, -12.061)
C (-21.588, 8.261, -11.865)
N (-22.966, 8.028, -12.017)
C (-23.340, 6.608, -11.812)
C (-24.812, 6.373, -12.254)
O (-24.790, 5.947, -13.679)
C (-26.081, 5.400, -14.070)
H (-21.191, 11.754, -14.641)
H (-20.069, 11.891, -13.499)
H (-21.911, 12.034, -13.062)
H (-21.990, 10.291, -11.492)
H (-20.288, 10.001, -11.650)
H (-21.364, 7.995, -10.832)
H (-21.026, 7.589, -12.514)
H (-23.274, 8.216, -12.961)
H (-23.165, 6.348, -10.768)
H (-22.664, 6.007, -12.421)
H (-25.396, 7.262, -12.016)
H (-25.155, 5.520, -11.669)
H (-26.369, 4.534, -13.474)
H (-26.045, 5.160, -15.132)
H (-26.924, 6.086, -13.983)
C (-24.518, 7.913, -6.705)
O (-23.477, 7.877, -7.754)
C (-23.728, 8.790, -8.813)
C (-23.158, 10.152, -8.419)
N (-21.985, 9.984, -7.499)
C (-20.793, 9.862, -8.286)
C (-20.269, 11.262, -8.629)
O (-19.375, 11.196, -9.761)
C (-19.219, 12.401, -10.476)
H (-24.797, 8.921, -6.399)
H (-24.189, 7.284, -5.878)
H (-25.435, 7.429, -7.040)
H (-24.739, 9.012, -9.156)
H (-23.195, 8.334, -9.648)
H (-23.960, 10.667, -7.890)
H (-22.965, 10.838, -9.244)
H (-22.188, 9.048, -7.180)
H (-20.763, 9.304, -9.221)
H (-20.078, 9.306, -7.681)
H (-19.682, 11.644, -7.794)
H (-21.017, 12.032, -8.817)
H (-18.383, 12.172, -11.137)
H (-19.127, 13.212, -9.754)
H (-20.067, 12.717, -11.084)
C (-16.895, 9.956, -4.002)
O (-17.005, 8.927, -4.957)
C (-17.446, 9.464, -6.195)
C (-17.595, 8.371, -7.301)
N (-18.527, 7.361, -6.830)
C (-18.603, 6.305, -7.803)
C (-19.318, 5.040, -7.188)
O (-18.651, 4.266, -6.238)
C (-17.373, 3.675, -6.644)
H (-16.844, 10.961, -4.420)
H (-16.055, 9.703, -3.355)
H (-17.808, 9.925, -3.407)
H (-16.725, 10.163, -6.617)
H (-18.386, 10.009, -6.106)
H (-16.663, 7.932, -7.656)
H (-17.958, 8.828, -8.222)
H (-18.262, 7.110, -5.889)
H (-17.559, 6.021, -7.938)
H (-19.177, 6.470, -8.715)
H (-19.635, 4.365, -7.983)
H (-20.218, 5.391, -6.684)
H (-16.679, 4.411, -7.049)
H (-17.409, 2.876, -7.385)
H (-16.868, 3.372, -5.727)
C (-24.143, 15.271, 0.764)
O (-25.318, 14.586, 0.328)
C (-25.426, 13.295, 0.880)
C (-26.753, 12.554, 0.603)
N (-26.639, 11.389, -0.282)
C (-26.093, 10.145, 0.104)
C (-26.310, 9.047, -0.988)
O (-25.314, 9.274, -2.007)
C (-25.542, 8.774, -3.333)
H (-23.226, 14.920, 0.291)
H (-23.931, 15.068, 1.814)
H (-24.232, 16.340, 0.571)
H (-25.292, 13.394, 1.957)
H (-24.591, 12.666, 0.569)
H (-27.471, 13.111, 0.001)
H (-27.208, 12.158, 1.511)
H (-26.662, 11.670, -1.252)
H (-26.669, 9.688, 0.909)
H (-25.038, 10.165, 0.376)
H (-27.287, 9.124, -1.466)
H (-26.142, 8.117, -0.445)
H (-25.782, 7.711, -3.352)
H (-24.646, 8.966, -3.923)
H (-26.364, 9.387, -3.704)
C (-28.971, 10.537, -11.720)
O (-27.797, 11.191, -11.177)
C (-26.569, 10.909, -11.801)
C (-25.561, 12.075, -11.579)
N (-25.234, 12.157, -10.082)
C (-24.667, 13.425, -9.678)
C (-24.822, 13.662, -8.139)
O (-26.287, 13.998, -7.987)
C (-27.139, 12.859, -7.683)
H (-29.761, 10.435, -10.975)
H (-28.746, 9.512, -12.016)
H (-29.309, 11.021, -12.637)
H (-26.502, 10.762, -12.879)
H (-26.136, 9.977, -11.435)
H (-26.083, 12.954, -11.956)
H (-24.632, 11.866, -12.110)
H (-26.110, 12.203, -9.581)
H (-25.094, 14.236, -10.268)
H (-23.623, 13.540, -9.967)
H (-24.327, 14.584, -7.833)
H (-24.494, 12.838, -7.506)
H (-26.765, 12.455, -6.743)
H (-27.279, 12.101, -8.454)
H (-28.163, 13.138, -7.438)
C (-21.308, 15.281, -10.487)
O (-21.145, 14.742, -9.163)
C (-20.734, 15.707, -8.189)
C (-20.917, 14.975, -6.818)
N (-19.902, 14.015, -6.369)
C (-18.623, 14.660, -6.038)
C (-17.622, 13.645, -5.571)
O (-17.352, 12.686, -6.651)
C (-16.498, 13.170, -7.715)
H (-21.775, 14.614, -11.212)
H (-20.372, 15.579, -10.960)
H (-21.937, 16.171, -10.511)
H (-21.484, 16.493, -8.107)
H (-19.708, 16.017, -8.385)
H (-21.908, 14.524, -6.852)
H (-21.168, 15.655, -6.005)
H (-19.703, 13.437, -7.173)
H (-18.845, 15.420, -5.289)
H (-18.228, 15.128, -6.939)
H (-18.049, 13.089, -4.737)
H (-16.766, 14.248, -5.270)
H (-16.842, 14.151, -8.045)
H (-16.719, 12.469, -8.520)
H (-15.462, 13.187, -7.375)
O (-16.759, 12.348, -13.571)
H (-16.892, 12.847, -14.377)
H (-16.313, 12.956, -12.982)
O (-21.897, 12.197, -5.440)
H (-21.359, 12.809, -5.942)
H (-22.030, 11.454, -6.030)
O (-17.742, 9.246, -10.585)
H (-18.464, 9.844, -10.390)
H (-17.111, 9.782, -11.065)

Charge: -1
Multiplicity: 2
LUMO (spin up / spin down), eV: 1.9 / 1.9
Total energy, eV: -90578.5380

Atomic partial charges in e from the Löwdin method, atoms 1 to 6:
1 C -0.10
2 O -0.19
3 C -0.24
4 C -0.22
5 N -0.03
6 C -0.23

***

Entry 4:
Entry from the OMol25 dataset: a cluster of 2 separate species, C4H15N2O in total at a distorted geometry (the ωB97M-V functional and the def2-TZVPD basis).

Positions of all 22 atoms, in Å:
N (1.060, 1.899, 0.371)
C (0.194, 2.863, -0.278)
O (0.855, 4.151, -0.393)
H (2.013, 1.871, -0.073)
H (1.238, 2.283, 1.321)
H (-0.136, 2.457, -1.266)
H (-0.650, 2.957, 0.434)
H (0.116, 4.706, -0.721)
C (0.893, -2.101, -0.658)
C (-0.465, -1.445, -0.382)
C (-1.504, -2.441, 0.182)
N (-0.259, -0.437, 0.759)
H (1.632, -1.324, -0.917)
H (1.171, -2.673, 0.277)
H (0.700, -2.836, -1.433)
H (-0.901, -0.859, -1.228)
H (-1.118, -2.789, 1.164)
H (-1.571, -3.337, -0.472)
H (-2.544, -2.099, 0.246)
H (0.420, 0.334, 0.500)
H (-1.198, -0.106, 1.010)
H (0.056, -1.072, 1.556)

Charge: +1
Multiplicity: 1
LUMO, eV: -3.0
Total energy, eV: -9412.5995

Atomic partial charges in e from the natural (NBO) method, atoms 1 to 6:
1 N -0.87
2 C 0.08
3 O -0.71
4 H 0.40
5 H 0.39
6 H 0.17

***

Entry 5:
Entry from the OMol25 dataset: a cluster of 11 separate species, C22H34Cl2F5N5O25 in total at a distorted geometry (the ωB97M-V functional and the def2-TZVPD basis).

Positions of all 93 atoms, in Å:
C (9.380, -3.725, -18.223)
N (9.776, -2.293, -18.285)
O (8.947, -1.471, -17.945)
O (10.937, -2.019, -18.492)
H (9.553, -4.004, -17.186)
H (10.122, -4.274, -18.801)
H (8.406, -3.893, -18.661)
C (12.682, -10.670, -14.657)
N (12.167, -9.645, -15.596)
O (11.934, -8.545, -15.137)
O (12.145, -9.922, -16.774)
H (13.770, -10.599, -14.702)
H (12.374, -11.637, -15.040)
H (12.447, -10.494, -13.615)
C (13.581, -6.937, -18.027)
N (12.545, -5.889, -17.838)
O (12.365, -5.120, -18.764)
O (12.031, -5.782, -16.742)
H (14.425, -6.715, -17.383)
H (13.833, -6.915, -19.080)
H (13.087, -7.874, -17.773)
C (16.121, -4.930, -13.402)
N (14.990, -5.720, -13.910)
O (14.653, -5.566, -15.062)
O (14.405, -6.475, -13.167)
H (17.042, -5.443, -13.653)
H (15.984, -4.728, -12.343)
H (16.069, -3.934, -13.840)
C (10.893, -6.284, -9.523)
N (9.670, -6.831, -8.880)
O (8.700, -7.026, -9.584)
O (9.687, -6.979, -7.677)
H (10.807, -6.532, -10.571)
H (11.762, -6.718, -9.040)
H (10.950, -5.203, -9.422)
C (5.087, -8.269, -11.259)
C (4.661, -7.257, -12.304)
O (5.369, -7.725, -13.432)
C (6.467, -8.379, -12.992)
O (7.400, -8.688, -13.660)
O (6.405, -8.593, -11.652)
F (5.098, -5.990, -12.019)
H (4.428, -9.128, -11.444)
H (4.901, -7.923, -10.247)
H (3.573, -7.259, -12.379)
C (8.203, -10.068, -17.506)
C (8.422, -9.474, -16.142)
O (8.921, -8.193, -16.425)
C (9.390, -8.188, -17.713)
O (9.914, -7.271, -18.245)
O (9.248, -9.415, -18.250)
F (9.351, -10.193, -15.419)
H (7.249, -9.748, -17.931)
H (8.256, -11.146, -17.617)
H (7.515, -9.386, -15.547)
C (13.697, -2.264, -14.588)
C (12.516, -1.815, -15.423)
O (12.862, -0.443, -15.573)
C (14.184, -0.393, -15.742)
O (14.807, 0.540, -16.109)
O (14.742, -1.565, -15.281)
F (11.315, -1.942, -14.829)
H (13.850, -3.340, -14.595)
H (13.662, -1.920, -13.551)
H (12.547, -2.392, -16.354)
C (9.974, -9.677, -12.232)
C (10.212, -11.084, -11.675)
O (11.477, -10.953, -11.047)
C (11.697, -9.644, -10.769)
O (12.638, -9.173, -10.225)
O (10.724, -8.891, -11.317)
F (10.160, -12.056, -12.610)
H (8.904, -9.503, -12.318)
H (10.408, -9.455, -13.213)
H (9.500, -11.294, -10.869)
C (5.032, -5.662, -15.775)
C (5.436, -5.061, -17.096)
O (6.043, -6.125, -17.781)
C (5.564, -7.296, -17.271)
O (5.707, -8.345, -17.792)
O (4.945, -7.062, -16.097)
F (6.313, -4.051, -16.856)
H (4.116, -5.276, -15.336)
H (5.823, -5.646, -15.024)
H (4.604, -4.683, -17.696)
Cl (8.641, -5.046, -14.575)
C (9.993, -6.080, -14.167)
C (11.254, -5.316, -13.771)
Cl (11.070, -4.338, -12.297)
H (10.244, -6.707, -15.020)
H (9.716, -6.726, -13.332)
H (11.468, -4.682, -14.631)
H (12.062, -6.028, -13.627)

Multiplicity: 1
LUMO, eV: -0.2
Total energy, eV: -120622.5689
SMILES: O=C1OC[C@@H](F)O1.O=C1OC[C@@H](F)O1.O=C1OC[C@@H](F)O1.O=C1OC[C@@H](F)O1.O=C1OC[C@@H](F)O1.C[N+](=O)[O-].C[N+](=O)[O-].C[N+](=O)[O-].C[N+](=O)[O-].C[N+](=O)[O-].ClCCCl

Atomic partial charges in e from the Löwdin method, atoms 1 to 6:
1 C 0.04
2 N -0.44
3 O 0.06
4 O 0.06
5 H 0.07
6 H 0.07